# 1
This record from the Open Molecules 2025 dataset describes a molecular structure, C17H29BF2Ru. The level of theory is ωB97M-V with the def2-TZVPD basis set.

Cartesian coordinates (Å):
Ru (-0.70473, -0.38932, -1.12827)
C (0.92560, -1.01238, 0.06383)
C (-0.09618, -0.44307, 0.90279)
C (-0.24673, 0.93929, 0.41977)
C (0.75695, 1.14389, -0.61924)
C (1.47458, -0.05508, -0.84589)
C (2.53358, -0.26695, -1.89350)
C (2.83953, -1.75481, -2.05852)
C (2.05649, 0.32648, -3.22540)
C (3.78604, 0.48226, -1.39830)
C (-1.43109, 1.90339, 0.54074)
C (-1.77329, 2.31409, 1.97029)
C (-2.54155, 1.09634, -0.15405)
C (-1.18635, 3.18012, -0.27135)
C (-0.66726, -1.24664, 2.06553)
C (-0.02007, -0.61680, 3.32076)
C (-2.19429, -1.26717, 2.19642)
C (-0.21231, -2.71015, 1.96971)
H (1.21484, -2.05251, 0.07945)
H (0.87776, 2.05222, -1.18676)
H (1.96004, -2.31990, -2.38290)
H (3.22655, -2.19792, -1.13927)
H (3.60385, -1.88241, -2.82347)
H (1.15613, -0.18049, -3.59079)
H (2.82977, 0.18901, -3.98023)
H (1.85764, 1.39702, -3.16011)
H (4.12769, 0.09398, -0.43786)
H (3.60243, 1.55323, -1.29977)
H (4.58897, 0.34462, -2.12199)
H (-1.94696, 1.47554, 2.63402)
H (-2.66967, 2.93504, 1.97026)
H (-0.96111, 2.91278, 2.38482)
H (-2.94725, 0.25840, 0.40326)
H (-2.24304, 0.77838, -1.23597)
H (-3.37409, 1.72654, -0.48350)
H (-0.32028, 3.72712, 0.10195)
H (-2.05257, 3.83265, -0.16772)
H (-1.05540, 2.98585, -1.33802)
H (-0.34522, 0.40925, 3.48145)
H (1.06908, -0.63057, 3.25600)
H (-0.30944, -1.20561, 4.19148)
H (-2.64529, -0.29183, 2.34356)
H (-2.44472, -1.85861, 3.07649)
H (-2.66349, -1.76222, 1.34164)
H (0.86940, -2.81692, 2.05612)
H (-0.55362, -3.18954, 1.04806)
H (-0.65159, -3.26343, 2.79775)
F (-3.38181, -1.82074, -2.02427)
B (-2.22701, -1.34445, -2.28941)
F (-1.49055, -1.47801, -3.35955)

Values from the calculation:
DFT total energy (eV): -26776.4034
Net charge: +2
Kohn-Sham gap (eV): 7.54

natural (NBO) population analysis, charges in e, atoms 1 to 4: Ru 0.40; C -0.16; C 0.11; C 0.13



# 2
This record from the Open Molecules 2025 dataset describes a molecular structure, C17H29EuO6. The level of theory is ωB97M-V with the def2-TZVPD basis set.

Cartesian coordinates (Å):
Eu (0.41596, 0.20034, 0.30982)
C (0.66568, -0.63048, -3.07364)
C (1.37481, -1.77011, -2.45949)
O (0.76724, -1.85775, -1.13481)
C (1.27025, -2.94320, -0.30771)
C (0.24657, -3.13062, 0.82009)
O (0.07891, -1.84165, 1.49832)
C (-0.10089, -1.78446, 2.92848)
C (-1.29382, -0.96461, 3.10131)
O (-1.11774, 0.20056, 2.29715)
C (-2.40263, 0.76916, 1.96422)
C (-3.07351, -0.02251, 0.78964)
O (-2.15709, -0.02259, -0.29811)
C (-2.48026, 0.81098, -1.39732)
C (-1.99976, 2.22949, -1.13588)
O (-0.59493, 2.24885, -0.88597)
C (0.21949, 2.74295, -1.93833)
C (0.59619, 1.73585, -2.92985)
O (0.79612, 0.47725, -2.21833)
H (-0.39895, -1.01117, -3.17106)
H (1.07403, -0.41079, -4.01406)
H (2.45163, -1.51954, -2.35900)
H (1.28618, -2.73860, -2.89138)
H (2.23752, -2.67150, 0.16146)
H (1.35839, -3.91711, -0.80710)
H (0.63757, -3.89001, 1.48652)
H (-0.72278, -3.48060, 0.47948)
H (0.79226, -1.33307, 3.37879)
H (-0.39674, -2.81028, 3.33862)
H (-1.43601, -0.70103, 4.13045)
H (-2.14159, -1.52655, 2.66081)
H (-2.23219, 1.78502, 1.68283)
H (-3.01395, 0.60423, 2.92962)
H (-4.03120, 0.42774, 0.50398)
H (-3.21782, -1.01875, 1.10749)
H (-3.49276, 0.76452, -1.67531)
H (-1.95813, 0.32452, -2.22808)
H (-2.55189, 2.63706, -0.28823)
H (-2.24573, 2.89485, -1.97267)
H (1.04989, 3.15928, -1.38219)
H (-0.26532, 3.57776, -2.44237)
H (1.51131, 1.92457, -3.42976)
H (-0.16982, 1.54302, -3.64583)
C (1.84279, 1.16349, 2.29554)
C (1.96542, 2.17541, 1.37055)
C (2.71473, 1.66169, 0.26402)
C (3.12651, 0.35054, 0.56748)
C (2.53862, 0.02852, 1.81868)
H (1.27730, 1.30344, 3.20196)
H (1.65397, 3.22585, 1.29043)
H (3.10062, 2.15261, -0.60004)
H (3.75376, -0.27674, -0.07282)
H (2.69179, -0.84587, 2.38161)

Values from the calculation:
DFT total energy (eV): -49697.7292
Net charge: +2
2S+1: 7
Kohn-Sham gap (spin up / spin down) (eV): 7.03 / 9.92

natural (NBO) population analysis, charges in e, atoms 1 to 4: Eu 1.73; C -0.09; C -0.07; O -0.58



# 3
This record from the Open Molecules 2025 dataset describes a molecular structure, C17H29FMoNO2P2. The level of theory is ωB97M-V with the def2-TZVPD basis set.

Cartesian coordinates (Å):
C (1.27943, 3.84909, -1.06682)
C (1.28409, 2.51388, -0.58462)
N (0.58981, 1.53899, -1.31291)
C (0.18328, 1.81017, -2.57074)
C (0.28409, 3.09420, -3.10490)
C (0.78656, 4.13424, -2.32211)
C (2.00909, 2.10135, 0.54495)
P (2.13196, 0.38583, 0.97667)
Mo (0.23905, -0.37923, -0.32479)
P (-1.01664, -0.68367, -2.33634)
C (-0.39379, 0.67979, -3.39808)
O (-1.26097, 5.31384, 3.75098)
O (-3.10968, 0.10426, 5.03640)
H (1.75860, 4.60846, -0.45031)
H (-0.10301, 3.25499, -4.11036)
H (0.78723, 5.15255, -2.70524)
C (3.86399, -0.12069, 0.74669)
C (1.87196, 0.32618, 2.77267)
H (-1.23022, 1.03609, -4.02150)
H (0.36919, 0.24293, -4.06644)
H (-0.31285, 5.32109, 3.59118)
H (2.66940, 2.84355, 1.00241)
C (-1.09913, -2.15357, -3.37534)
C (-2.78101, -0.24521, -2.15985)
H (-1.29961, -0.14238, 0.37865)
H (-2.44629, -0.38698, 4.52267)
H (-3.35970, 0.82997, 4.46101)
H (-1.58895, 4.57148, 3.21004)
H (0.69423, -1.25462, -1.72090)
H (-1.23302, 0.56802, -0.10826)
H (4.51386, 0.42651, 1.44341)
H (3.94617, -1.19951, 0.93588)
H (4.18434, 0.08797, -0.28272)
H (2.55636, 1.03419, 3.25512)
H (0.83477, 0.60118, 2.99809)
H (2.06167, -0.68888, 3.14016)
H (-3.24023, -0.19533, -3.15942)
H (-3.28906, -1.01310, -1.55836)
H (-2.88517, 0.72570, -1.65635)
H (-1.73605, -1.96777, -4.25045)
H (-0.08908, -2.43178, -3.69679)
H (-1.51879, -2.97064, -2.77640)
F (-0.85213, -6.02481, 2.25451)
C (-0.62952, -4.76976, 1.73811)
C (-1.72801, -4.00689, 1.35647)
C (-1.49346, -2.73822, 0.81229)
C (-0.17662, -2.26446, 0.65386)
C (0.91054, -3.05976, 1.06219)
C (0.68721, -4.32934, 1.61355)
H (-2.73984, -4.39278, 1.47795)
H (-2.32325, -2.09613, 0.51064)
H (1.92704, -2.67906, 0.93940)
H (1.51216, -4.96191, 1.93402)

Values from the calculation:
DFT total energy (eV): -46825.5187
Net charge: +1
2S+1: 3
Kohn-Sham gap (spin up / spin down) (eV): 6.48 / 5.40

natural (NBO) population analysis, charges in e, atoms 1 to 4: C -0.18; C 0.12; N -0.45; C 0.23



# 4
This record from the Open Molecules 2025 dataset describes a molecular structure, C17H29FN2O2S. The level of theory is ωB97M-V with the def2-TZVPD basis set.

Cartesian coordinates (Å):
C (2.15037, -0.58094, -0.41021)
C (2.47567, 0.86472, -0.77454)
C (1.36384, 1.68991, -1.44184)
F (1.49444, 1.63238, -2.81647)
C (-0.02473, 1.31246, -1.01938)
C (-0.61163, 1.95676, 0.02079)
C (-1.89932, 1.61341, 0.51628)
C (-2.63872, 0.62912, -0.04295)
C (-2.08230, -0.06658, -1.14885)
N (-2.64245, -1.05709, -1.83956)
S (-1.62366, -1.49376, -2.97734)
N (-0.40109, -0.48004, -2.67353)
C (-0.78458, 0.26636, -1.64554)
H (3.08873, -1.10773, -0.26132)
H (1.58304, -0.66568, 0.51112)
H (1.60940, -1.11431, -1.18398)
H (3.33882, 0.87517, -1.43138)
H (2.73089, 1.38458, 0.14474)
H (1.51585, 2.73075, -1.16147)
H (-0.09269, 2.76463, 0.51458)
H (-2.28267, 2.17869, 1.35007)
H (-3.61307, 0.35540, 0.31684)
C (-7.98303, 0.28001, -1.57367)
C (-6.83877, -0.51934, -0.97369)
O (-6.19221, 0.12425, 0.11006)
C (-6.99635, 0.42165, 1.23680)
C (-7.62876, -0.79729, 1.88661)
H (-7.63257, 1.25921, -1.90268)
H (-8.39671, -0.24905, -2.43255)
H (-8.79358, 0.43738, -0.86058)
H (-6.06201, -0.66113, -1.72520)
H (-7.17750, -1.51871, -0.67911)
H (-7.76151, 1.16171, 0.97684)
H (-6.32534, 0.90306, 1.94908)
H (-8.32204, -1.30660, 1.21644)
H (-8.18509, -0.49968, 2.77602)
H (-6.86085, -1.51429, 2.18041)
C (7.68142, -2.52135, 0.65147)
C (6.71806, -1.49395, 0.08132)
O (5.98133, -0.78598, 1.06120)
C (6.73698, -0.03057, 1.98960)
C (7.59685, 1.05030, 1.35641)
H (7.14796, -3.23762, 1.27772)
H (8.17180, -3.06282, -0.15798)
H (8.46033, -2.06032, 1.26022)
H (5.96970, -2.00086, -0.52847)
H (7.24420, -0.79767, -0.58148)
H (7.34663, -0.69147, 2.61614)
H (6.00113, 0.43225, 2.64745)
H (8.36069, 0.63504, 0.69801)
H (8.10423, 1.62547, 2.13154)
H (6.98089, 1.73021, 0.76597)

Values from the calculation:
DFT total energy (eV): -38726.2909
Net charge: 0
Relative energy (zero: lowest compared OMol25 entry of this formula, charge and spin) (eV): 0.000
Kohn-Sham gap (eV): 8.52

natural (NBO) population analysis, charges in e, atoms 1 to 4: C -0.62; C -0.42; C 0.20; F -0.36



Repeat the third record exactly.
This record from the Open Molecules 2025 dataset describes a molecular structure, C17H29FMoNO2P2. The level of theory is ωB97M-V with the def2-TZVPD basis set.

Cartesian coordinates (Å):
C (1.27943, 3.84909, -1.06682)
C (1.28409, 2.51388, -0.58462)
N (0.58981, 1.53899, -1.31291)
C (0.18328, 1.81017, -2.57074)
C (0.28409, 3.09420, -3.10490)
C (0.78656, 4.13424, -2.32211)
C (2.00909, 2.10135, 0.54495)
P (2.13196, 0.38583, 0.97667)
Mo (0.23905, -0.37923, -0.32479)
P (-1.01664, -0.68367, -2.33634)
C (-0.39379, 0.67979, -3.39808)
O (-1.26097, 5.31384, 3.75098)
O (-3.10968, 0.10426, 5.03640)
H (1.75860, 4.60846, -0.45031)
H (-0.10301, 3.25499, -4.11036)
H (0.78723, 5.15255, -2.70524)
C (3.86399, -0.12069, 0.74669)
C (1.87196, 0.32618, 2.77267)
H (-1.23022, 1.03609, -4.02150)
H (0.36919, 0.24293, -4.06644)
H (-0.31285, 5.32109, 3.59118)
H (2.66940, 2.84355, 1.00241)
C (-1.09913, -2.15357, -3.37534)
C (-2.78101, -0.24521, -2.15985)
H (-1.29961, -0.14238, 0.37865)
H (-2.44629, -0.38698, 4.52267)
H (-3.35970, 0.82997, 4.46101)
H (-1.58895, 4.57148, 3.21004)
H (0.69423, -1.25462, -1.72090)
H (-1.23302, 0.56802, -0.10826)
H (4.51386, 0.42651, 1.44341)
H (3.94617, -1.19951, 0.93588)
H (4.18434, 0.08797, -0.28272)
H (2.55636, 1.03419, 3.25512)
H (0.83477, 0.60118, 2.99809)
H (2.06167, -0.68888, 3.14016)
H (-3.24023, -0.19533, -3.15942)
H (-3.28906, -1.01310, -1.55836)
H (-2.88517, 0.72570, -1.65635)
H (-1.73605, -1.96777, -4.25045)
H (-0.08908, -2.43178, -3.69679)
H (-1.51879, -2.97064, -2.77640)
F (-0.85213, -6.02481, 2.25451)
C (-0.62952, -4.76976, 1.73811)
C (-1.72801, -4.00689, 1.35647)
C (-1.49346, -2.73822, 0.81229)
C (-0.17662, -2.26446, 0.65386)
C (0.91054, -3.05976, 1.06219)
C (0.68721, -4.32934, 1.61355)
H (-2.73984, -4.39278, 1.47795)
H (-2.32325, -2.09613, 0.51064)
H (1.92704, -2.67906, 0.93940)
H (1.51216, -4.96191, 1.93402)

Values from the calculation:
DFT total energy (eV): -46825.5187
Net charge: +1
2S+1: 3
Kohn-Sham gap (spin up / spin down) (eV): 6.48 / 5.40

natural (NBO) population analysis, charges in e, atoms 1 to 4: C -0.18; C 0.12; N -0.45; C 0.23



Copy entry 3 word for word.
This record from the Open Molecules 2025 dataset describes a molecular structure, C17H29FMoNO2P2. The level of theory is ωB97M-V with the def2-TZVPD basis set.

Cartesian coordinates (Å):
C (1.27943, 3.84909, -1.06682)
C (1.28409, 2.51388, -0.58462)
N (0.58981, 1.53899, -1.31291)
C (0.18328, 1.81017, -2.57074)
C (0.28409, 3.09420, -3.10490)
C (0.78656, 4.13424, -2.32211)
C (2.00909, 2.10135, 0.54495)
P (2.13196, 0.38583, 0.97667)
Mo (0.23905, -0.37923, -0.32479)
P (-1.01664, -0.68367, -2.33634)
C (-0.39379, 0.67979, -3.39808)
O (-1.26097, 5.31384, 3.75098)
O (-3.10968, 0.10426, 5.03640)
H (1.75860, 4.60846, -0.45031)
H (-0.10301, 3.25499, -4.11036)
H (0.78723, 5.15255, -2.70524)
C (3.86399, -0.12069, 0.74669)
C (1.87196, 0.32618, 2.77267)
H (-1.23022, 1.03609, -4.02150)
H (0.36919, 0.24293, -4.06644)
H (-0.31285, 5.32109, 3.59118)
H (2.66940, 2.84355, 1.00241)
C (-1.09913, -2.15357, -3.37534)
C (-2.78101, -0.24521, -2.15985)
H (-1.29961, -0.14238, 0.37865)
H (-2.44629, -0.38698, 4.52267)
H (-3.35970, 0.82997, 4.46101)
H (-1.58895, 4.57148, 3.21004)
H (0.69423, -1.25462, -1.72090)
H (-1.23302, 0.56802, -0.10826)
H (4.51386, 0.42651, 1.44341)
H (3.94617, -1.19951, 0.93588)
H (4.18434, 0.08797, -0.28272)
H (2.55636, 1.03419, 3.25512)
H (0.83477, 0.60118, 2.99809)
H (2.06167, -0.68888, 3.14016)
H (-3.24023, -0.19533, -3.15942)
H (-3.28906, -1.01310, -1.55836)
H (-2.88517, 0.72570, -1.65635)
H (-1.73605, -1.96777, -4.25045)
H (-0.08908, -2.43178, -3.69679)
H (-1.51879, -2.97064, -2.77640)
F (-0.85213, -6.02481, 2.25451)
C (-0.62952, -4.76976, 1.73811)
C (-1.72801, -4.00689, 1.35647)
C (-1.49346, -2.73822, 0.81229)
C (-0.17662, -2.26446, 0.65386)
C (0.91054, -3.05976, 1.06219)
C (0.68721, -4.32934, 1.61355)
H (-2.73984, -4.39278, 1.47795)
H (-2.32325, -2.09613, 0.51064)
H (1.92704, -2.67906, 0.93940)
H (1.51216, -4.96191, 1.93402)

Values from the calculation:
DFT total energy (eV): -46825.5187
Net charge: +1
2S+1: 3
Kohn-Sham gap (spin up / spin down) (eV): 6.48 / 5.40

natural (NBO) population analysis, charges in e, atoms 1 to 4: C -0.18; C 0.12; N -0.45; C 0.23